# 1
This record from the OMol25 dataset describes a 4-piece molecular cluster, C41H55F24NO9 overall at a distorted geometry. The level of theory is ωB97M-V with the def2-TZVPD basis set.

Values from the calculation:
LUMO = 0.013 Ha
HOMO energy = -9.4 eV
Kohn-Sham gap = 9.731 eV
structure (SMILES) = C#C[C@]1(COCCC)C(=O)O[C@](CCCCOC=O)(CCC(C)C)[C@H]1CCN(CC)C(C)=O.FC(F)C(F)(F)COC(F)(F)C(F)F.FC(F)C(F)(F)COC(F)(F)C(F)F.FC(F)C(F)(F)COC(F)(F)C(F)F

Structure (XYZ):
```
130
C41H55F24NO9 | the OMol25 dataset | ωB97M-V with the def2-TZVPD basis set
C -0.0911 -3.4116 4.4014
C -0.2316 -2.8419 3.3406
C -0.0746 -2.1987 1.9586
C -0.7757 -0.8083 1.7845
O -0.7421 -0.3092 0.4468
C -1.9902 0.3109 0.0772
C -3.0394 -0.7600 -0.3917
C -4.2283 -0.1402 -1.2275
C -0.6887 -3.0219 0.7246
O -1.7474 -3.5855 0.7160
O 0.1994 -2.9132 -0.3348
C 1.5979 -2.9642 0.0903
C 2.2639 -2.0374 -1.0019
C 3.8314 -1.9063 -0.8597
C 4.5604 -2.5487 -2.1292
C 4.9839 -1.5033 -3.2102
O 3.9829 -1.3100 -4.2607
C 4.1277 -2.2840 -5.2475
O 3.8119 -3.4343 -5.0572
C 2.2493 -4.4021 0.0409
C 1.2501 -5.5670 -0.3444
C 1.4054 -6.0264 -1.8573
C 1.0080 -4.9081 -2.8881
C 0.4824 -7.2815 -2.0952
C 1.4504 -2.3643 1.5656
C 2.5047 -1.3307 2.0967
C 2.3013 0.1514 1.6106
N 3.5614 0.9476 1.5516
C 3.7692 1.7599 2.7678
C 2.8635 3.0404 2.8765
C 3.6728 1.7118 0.3293
C 5.0473 1.7232 -0.4468
O 2.7875 2.3972 -0.1598
H 0.2085 -4.0970 5.2093
H -0.3547 -0.0134 2.4596
H -1.8542 -0.9255 2.0824
H -2.3958 0.9239 0.9316
H -1.8379 1.0438 -0.7616
H -2.5207 -1.5170 -1.0236
H -3.4869 -1.2065 0.5339
H -4.7497 -0.9879 -1.7488
H -4.9911 0.3212 -0.5442
H -3.8693 0.5768 -2.0061
H 2.0076 -2.5181 -1.9840
H 1.8106 -1.0187 -1.0375
H 4.1688 -2.5397 0.0064
H 4.1971 -0.8687 -0.6874
H 5.4848 -3.0831 -1.7695
H 3.8905 -3.3444 -2.5296
H 5.8870 -1.9305 -3.7357
H 5.3242 -0.5240 -2.7932
H 4.5069 -2.0335 -6.2746
H 3.0981 -4.4596 -0.6948
H 2.7098 -4.6935 1.0257
H 0.1865 -5.3851 -0.0639
H 1.5767 -6.4669 0.2519
H 2.4812 -6.3227 -1.9792
H 0.6605 -5.4026 -3.8380
H 1.8941 -4.2907 -3.1994
H 0.1557 -4.2754 -2.5347
H -0.6061 -7.0302 -1.9771
H 0.6867 -7.7670 -3.0877
H 0.7380 -8.0684 -1.3295
H 1.7261 -3.2802 2.1643
H 3.5540 -1.6572 1.8698
H 2.4282 -1.3468 3.2185
H 1.6569 0.6546 2.3887
H 1.7514 0.2633 0.6488
H 4.8426 2.0949 2.7530
H 3.6429 1.1642 3.7089
H 2.4109 3.0978 3.9050
H 3.4056 4.0054 2.7174
H 1.9918 3.0254 2.1718
H 5.7961 1.1111 0.1133
H 4.8493 1.1741 -1.4066
H 5.4007 2.7637 -0.6439
F -6.4799 -8.2245 -0.6363
C -6.5284 -6.9616 -0.1695
F -7.7313 -6.4557 -0.5418
C -5.4013 -6.0958 -0.7322
F -5.5107 -5.9831 -2.0762
F -5.5676 -4.8381 -0.2310
C -3.9649 -6.5289 -0.3768
O -3.2575 -7.2715 -1.3713
C -3.4123 -8.6588 -1.3991
F -4.1219 -9.0753 -0.3340
F -2.1724 -9.1814 -1.2549
C -4.0031 -9.1431 -2.7243
F -5.2313 -8.6235 -2.9295
F -4.1363 -10.4911 -2.7178
H -6.4983 -6.9872 0.9233
H -3.3907 -5.6041 -0.2797
H -3.9019 -6.9987 0.6062
H -3.3642 -8.8558 -3.5624
F 0.4875 6.3400 -1.9551
C 0.6042 5.9477 -0.6724
F -0.6498 5.9723 -0.1454
C 1.5316 6.8616 0.1261
F 1.0417 8.1220 0.1850
F 1.5470 6.4010 1.4061
C 2.9976 6.9121 -0.3498
O 3.3727 8.0240 -1.1619
C 3.1870 7.9300 -2.5433
F 2.8071 6.6854 -2.8834
F 4.4047 8.1194 -3.1021
C 2.2283 9.0008 -3.0671
F 1.0046 8.8719 -2.5131
F 2.0745 8.8820 -4.4070
H 0.9552 4.9118 -0.6506
H 3.5968 7.0340 0.5546
H 3.3281 5.9637 -0.7778
H 2.6033 10.0017 -2.8424
F -5.7355 7.0250 3.8395
C -5.7257 8.3178 4.2168
F -6.9183 8.8425 3.8389
C -4.5833 9.0984 3.5668
F -4.7239 9.1215 2.2224
F -4.6903 10.3942 3.9829
C -3.1547 8.6366 3.9178
O -2.4972 7.8021 2.9668
C -2.6977 6.4218 3.0443
F -3.3948 6.1103 4.1541
F -1.4729 5.8696 3.1996
C -3.3374 5.8637 1.7724
F -4.5538 6.4085 1.5560
F -3.5170 4.5239 1.8781
H -5.6672 8.3674 5.3078
H -2.5474 9.5436 3.9351
H -3.0849 8.2350 4.9303
H -2.7129 6.0651 0.9008
```

---

# 2
This record from the OMol25 dataset describes C20H23AuN5S3 as an isolated structure. The level of theory is ωB97M-V with the def2-TZVPD basis set.

Values from the calculation:
LUMO (alpha / beta) = -0.453 / -0.453 Ha
energy above the lowest of the compared OMol25 structures with the same formula, charge and spin = 27.8 kcal/mol
HOMO energy (alpha / beta) = -16.3 / -16.3 eV
Kohn-Sham gap (alpha / beta) = 4.024 / 4.024 eV
charge = +3

Structure (XYZ):
```
52
C20H23AuN5S3 | the OMol25 dataset | ωB97M-V with the def2-TZVPD basis set
Au -0.8363 0.0003 0.3866
N 3.8965 -0.1595 -2.5406
C 2.5772 -0.0280 -2.4746
N 1.9602 0.5536 -1.4630
C 2.7249 1.0078 -0.4765
N 2.1541 1.7071 0.5864
N 0.9003 1.7830 0.6616
C 0.2203 2.8331 1.0012
C -1.0673 2.7105 1.6353
C -1.6312 3.7798 2.3075
C -2.7549 3.5492 3.1005
C -3.2527 2.2655 3.1939
C -2.6551 1.2474 2.4522
N -1.6019 1.4734 1.6771
C 4.1321 0.8748 -0.4177
C 4.9548 1.3132 0.6469
C 6.3048 1.1305 0.5610
C 6.8872 0.5177 -0.5753
C 6.1226 0.0785 -1.6260
C 4.7410 0.2564 -1.5409
H 4.2985 -0.5841 -3.3721
H 2.0054 -0.4149 -3.3078
H 0.6731 3.8028 0.8184
H -1.1813 4.7618 2.2485
H -3.2172 4.3630 3.6434
H -4.1155 2.0371 3.8043
H -3.0528 0.2415 2.4602
H 4.5072 1.7829 1.5100
H 6.9480 1.4562 1.3670
H 7.9616 0.3920 -0.6123
H 6.5715 -0.3923 -2.4913
C -4.5037 -2.3210 0.4416
C -4.6174 -1.3181 -0.7045
S -3.3018 -0.0657 -0.8567
C -2.4055 -0.5562 -2.3459
C -1.6734 -1.8796 -2.2289
S -0.3407 -1.8471 -0.9717
C -0.6474 -3.2914 0.0963
C -1.8726 -3.2693 0.9995
S -3.4166 -3.7385 0.1563
H -5.4962 -2.7442 0.6009
H -4.2242 -1.8367 1.3779
H -5.5246 -0.7240 -0.5822
H -4.6850 -1.8279 -1.6660
H -1.7177 0.2701 -2.5387
H -3.1051 -0.5893 -3.1830
H -1.2035 -2.1409 -3.1768
H -2.3435 -2.6869 -1.9331
H 0.2690 -3.3691 0.6842
H -0.6623 -4.1374 -0.5940
H -2.0030 -2.2860 1.4538
H -1.6998 -3.9810 1.8073
```